A cluster of 2 separate species, C4H5NO2 in total, computed with ωB97M-V/def2-TZVPD.

The geometry in ORCA input format:
```
! RIJCOSX wB97M-V def2-TZVPD def2/J DEFGRID3
* xyz 0 1
O 1.9556 -1.5686 0.2614
C 1.4846 -0.5501 0.7029
C 0.5433 0.3585 -0.0880
C -0.2334 -0.3014 -1.1068
N -1.9700 -0.3910 0.0590
C -1.8279 0.5207 0.7882
O 0.0551 1.3892 0.5004
H 1.6899 -0.1795 1.7271
H 1.1023 0.4789 -1.1857
H -0.7901 0.3185 -1.7988
H 0.0481 -1.3046 -1.4190
H -2.0575 1.2295 1.5594
*
```

## Properties
Kohn-Sham gap in eV: 9.71
DFT total energy in eV: -9809.5442
LUMO level in eV: 0.005
Energy relative to the best compared isomer or geometry (same formula, charge and spin) in eV: 4.771
HOMO in eV: -9.7

The molecule C8H11N3, computed with ωB97M-V/def2-TZVPD.

The geometry in ORCA input format:
```
! RIJCOSX wB97M-V def2-TZVPD def2/J DEFGRID3
* xyz 0 1
N 3.6250 -0.5899 0.1008
C 2.2564 -0.2151 -0.0217
C 2.1096 1.1589 -0.0733
C 0.8359 1.7018 -0.1958
C -0.3470 0.9196 -0.1971
C -0.1081 -0.4821 -0.2079
C 1.1892 -1.0568 -0.1445
N -1.1081 -1.3615 -0.3404
C -2.4755 -1.0026 -0.1443
C -2.6622 0.4929 0.4691
N -1.6118 1.3776 -0.1127
H 3.8992 -1.5239 0.3567
H 4.2693 0.1570 0.1401
H 2.9474 1.7934 0.0739
H 0.8663 2.7840 -0.1885
H 1.2267 -2.1224 0.1241
H -0.8023 -2.2183 0.0526
H -2.9947 -0.9374 -1.0658
H -2.9287 -1.6326 0.6480
H -2.5373 0.4305 1.6367
H -3.6343 0.7048 0.0690
H -2.0151 1.6221 -0.9793
*
```

## Properties
Kohn-Sham gap in eV: 7.92
DFT total energy in eV: -12943.5166
LUMO level in eV: 0.939
Energy relative to the best compared isomer or geometry (same formula, charge and spin) in eV: 0.558
HOMO in eV: -7.0
SMILES: Nc1ccc2c(c1)NCCN2

A cluster of 2 separate species, C3H9IN2S in total, computed with ωB97M-V/def2-TZVPD.

The geometry in ORCA input format:
```
! RIJCOSX wB97M-V def2-TZVPD def2/J DEFGRID3
* xyz 0 1
C 1.3876 1.3934 -0.3732
C -1.5951 -0.8264 0.9221
C 0.9801 0.3554 0.6632
N -1.1680 0.3454 -1.1534
N -0.9639 0.1526 0.1108
S 1.7317 -1.2007 0.8322
I -0.3763 -1.4042 -2.5581
H 0.8905 1.2402 -1.3097
H 2.4189 1.0802 -0.6228
H 1.1877 2.3628 0.0781
H -2.0776 -0.3567 1.7603
H -2.4020 -1.4536 0.3767
H -0.8427 -1.5884 1.3838
H 0.7303 0.7768 1.5569
H -2.1045 0.2220 -1.2848
H 2.2034 -1.0986 -0.3820
*
```

## Properties
Kohn-Sham gap (spin up / spin down) in eV: 7.86 / 7.86
DFT total energy in eV: -25169.2481
LUMO level (spin up / spin down) in eV: -0.009 / -0.007
Energy relative to the best compared isomer or geometry (same formula, charge and spin) in eV: 0.493
HOMO (spin up / spin down) in eV: -7.9 / -7.9

A structure of composition C38H42F9IrN4OPS, computed with ωB97M-V/def2-TZVPD.

The geometry in ORCA input format:
```
! RIJCOSX wB97M-V def2-TZVPD def2/J DEFGRID3
* xyz 4 2
Ir 0.0327 -0.0803 0.1932
C -2.2512 1.1953 3.6557
C -1.6567 1.4233 2.3106
O -0.8584 0.5080 1.8617
N -1.9404 2.4999 1.6258
C -1.2711 2.8687 0.3783
C -1.7635 2.0986 -0.8235
C -2.7266 2.6055 -1.6728
C -3.1192 1.8891 -2.7966
C -2.5240 0.6629 -3.0572
C -1.5767 0.1873 -2.1783
N -1.2182 0.8818 -1.0744
H -1.8930 0.2614 4.0768
H -3.3407 1.1652 3.5765
H -1.9845 2.0210 4.3190
H -2.6203 3.1381 2.0255
H -0.1997 2.7042 0.5168
H -1.4057 3.9361 0.2133
H -3.1497 3.5808 -1.4668
H -3.8695 2.2907 -3.4667
H -2.7821 0.0809 -3.9312
H -1.0846 -0.7649 -2.3316
F 6.8484 -2.1165 -3.9427
C 5.5920 -2.1642 -4.3823
F 5.2381 -3.4391 -4.5483
F 5.5174 -1.5388 -5.5545
C 4.6844 -1.4862 -3.3615
C 4.0339 -2.2530 -2.3952
C 3.2471 -1.6309 -1.4506
C 3.1105 -0.2310 -1.4669
C 3.7611 0.5338 -2.4529
C 4.5564 -0.1024 -3.3872
P 2.2719 0.5678 -0.1344
C 2.0080 2.2897 -0.4339
C 1.3667 2.6897 -1.6220
C 1.0294 4.0137 -1.7992
C 1.3167 4.9350 -0.7898
C 2.0052 4.5631 0.3579
C 2.3432 3.2326 0.5488
C 0.7279 6.3326 -0.9022
F 1.3167 7.1888 -0.0889
F -0.5771 6.2265 -0.5396
F 0.7730 6.7815 -2.1462
C 3.0811 0.2407 1.4160
C 2.4432 -0.2847 2.5411
C 3.1737 -0.5351 3.6917
C 4.5321 -0.2554 3.7109
C 5.1732 0.2700 2.5928
C 4.4596 0.5063 1.4333
C 5.3530 -0.4939 4.9715
F 5.6479 0.6796 5.5328
F 6.4868 -1.1199 4.6643
F 4.6731 -1.2315 5.8486
H 4.1613 -3.3273 -2.3909
H 2.7696 -2.2221 -0.6806
H 3.6810 1.6119 -2.4688
H 5.0819 0.4728 -4.1388
H 1.1403 1.9667 -2.3980
H 0.5441 4.3464 -2.7085
H 2.2620 5.3075 1.1006
H 2.8557 2.9288 1.4531
H 1.3797 -0.5013 2.5502
H 2.6972 -0.9439 4.5721
H 6.2357 0.4770 2.6262
H 4.9711 0.8925 0.5591
C -1.0333 -6.4817 1.5360
C -1.8047 -5.7609 2.6381
C -2.9211 -4.8385 2.1476
C -2.4523 -3.5504 1.4776
N -2.0137 -3.8051 0.0847
C -1.0148 -3.2937 -0.5845
S 0.2324 -2.3468 0.2968
N -0.7603 -3.5583 -1.8500
C -1.5674 -4.4751 -2.6978
C -1.1454 -5.9334 -2.5505
C -1.8598 -6.8158 -3.5736
C -1.4158 -8.2717 -3.4687
H -0.3595 -7.2243 1.9598
H -0.4147 -5.8047 0.9377
H -1.7135 -7.0096 0.8628
H -1.1169 -5.1929 3.2725
H -2.2581 -6.5062 3.2919
H -3.5546 -4.5428 2.9851
H -3.5778 -5.3794 1.4564
H -1.6085 -3.1189 2.0183
H -3.2581 -2.8154 1.4337
H -2.6070 -4.4522 -0.4274
H 0.1208 -3.2348 -2.2233
H -1.4436 -4.1309 -3.7239
H -2.6212 -4.3291 -2.4476
H -1.3684 -6.2886 -1.5394
H -0.0615 -6.0079 -2.6796
H -1.6619 -6.4349 -4.5794
H -2.9421 -6.7406 -3.4315
H -0.4098 -8.4010 -3.8685
H -2.0806 -8.9197 -4.0357
H -1.4153 -8.6141 -2.4326
*
```

## Properties
Kohn-Sham gap (spin up / spin down) in eV: 5.30 / 5.06
DFT total energy in eV: -95478.0030
LUMO level (spin up / spin down) in eV: -14.180 / -14.422
<S²>: 0.76
HOMO (spin up / spin down) in eV: -19.5 / -19.5